1.
Formula: C27H28Cl2N3O6RuS3
Source: the Open Molecules 2025 dataset
Level of theory: ωB97M-V/def2-TZVPD

orbital gap (alpha / beta): 6.2 / 6.3 eV
spin multiplicity: 2
strongest force on any atom: 1.0 eV/A
charge: -2

Geometry (Å):
Ru 0.91570 -0.07126 0.05745
C 0.06469 -1.32151 2.72274
N -0.15930 -0.06039 1.97166
C -1.60831 0.09985 1.64837
C -2.23667 -1.11099 0.95702
N -1.40251 -1.69291 -0.10674
C -1.94703 -1.49615 -1.45943
C -1.12962 -3.09510 0.07883
C -2.17917 -4.00309 0.19537
C -1.95047 -5.36236 0.33994
C -0.63657 -5.81773 0.35668
C 0.41131 -4.92472 0.24219
C 0.19670 -3.54106 0.10241
S 1.55389 -2.46968 -0.00434
C 0.22254 1.06998 2.83398
C -0.15305 1.10984 4.17043
C 0.17853 2.19154 4.97152
C 0.88671 3.25306 4.42581
C 1.25642 3.22108 3.09561
C 0.93288 2.12830 2.28607
S 1.40616 2.10434 0.61479
H -0.63133 -1.39044 3.56483
H 1.09100 -1.33295 3.08193
H -0.10504 -2.16841 2.07378
H -1.71991 0.97672 1.01656
H -2.15250 0.27379 2.58576
H -3.18198 -0.75342 0.54208
H -2.45828 -1.88294 1.69846
H -2.84935 -2.11017 -1.60512
H -1.19391 -1.80013 -2.18779
H -2.19353 -0.44895 -1.59276
H -3.19544 -3.62396 0.16893
H -2.78026 -6.05291 0.43504
H -0.42802 -6.87659 0.46861
H 1.43536 -5.27801 0.27147
H -0.70413 0.28736 4.60391
H -0.10936 2.19800 6.01570
H 1.15652 4.10418 5.04056
H 1.81781 4.03811 2.65797
C 4.73660 5.65203 -2.34693
C 3.86082 4.42997 -2.42948
C 2.70990 4.42668 -3.21453
C 1.88282 3.31598 -3.25571
C 2.19820 2.19414 -2.50033
C 3.34429 2.17602 -1.71996
C 4.16773 3.29095 -1.69442
S 1.13480 0.75538 -2.53683
O 1.93210 -0.28275 -1.85382
O 0.79900 0.56020 -3.92247
N -0.08279 0.90993 -1.53960
C -0.85088 2.16574 -1.74886
C -2.35359 2.25087 -1.35627
O -2.87983 3.30015 -1.77462
O -2.87158 1.32074 -0.70180
H 4.59057 6.30379 -3.20955
H 5.79195 5.37992 -2.29569
H 4.50442 6.23049 -1.44918
H 2.45651 5.30493 -3.79828
H 0.99721 3.31380 -3.87703
H 3.58546 1.30428 -1.12489
H 5.05520 3.27258 -1.07054
H -0.84656 2.37163 -2.82145
H -0.34703 2.99749 -1.24980
Cl 5.91106 0.01650 1.00352
C 4.93343 0.37780 2.45414
Cl 4.85792 2.14366 2.70291
C 3.48002 -0.20573 2.38174
O 3.03578 -0.53690 3.48438
O 2.99318 -0.24390 1.23527
H 5.46440 -0.02626 3.30702

The molecule's natural (NBO) atomic charges, reported in e, are given here: number 1, Ru, carries 0.818; number 2, C, carries -0.446; number 3, N, carries -0.429; number 4, C, carries -0.229; number 5, C, carries -0.226; number 6, N, carries -0.515; number 7, C, carries -0.419; number 8, C, carries 0.201; number 9, C, carries -0.247; number 10, C, carries -0.279; number 11, C, carries -0.228; number 12, C, carries -0.228; number 13, C, carries -0.209; number 14, S, carries -0.171; number 15, C, carries 0.228; number 16, C, carries -0.233; number 17, C, carries -0.254; number 18, C, carries -0.215; number 19, C, carries -0.212; number 20, C, carries -0.207; number 21, S, carries -0.031; number 22, H, carries 0.159; number 23, H, carries 0.272; number 24, H, carries 0.225; number 25, H, carries 0.268; number 26, H, carries 0.174; number 27, H, carries 0.233; number 28, H, carries 0.181; number 29, H, carries 0.147; number 30, H, carries 0.202; number 31, H, carries 0.269; number 32, H, carries 0.202; number 33, H, carries 0.190; number 34, H, carries 0.190; number 35, H, carries 0.207; number 36, H, carries 0.204; number 37, H, carries 0.193; number 38, H, carries 0.194; number 39, H, carries 0.210; number 40, C, carries -0.623; number 41, C, carries -0.022; number 42, C, carries -0.227; number 43, C, carries -0.205; number 44, C, carries -0.261; number 45, C, carries -0.181; number 46, C, carries -0.215; number 47, S, carries 2.306; number 48, O, carries -0.904; number 49, O, carries -0.948; number 50, N, carries -0.841; number 51, C, carries -0.375; number 52, C, carries 0.774; number 53, O, carries -0.772; number 54, O, carries -0.799; number 55, H, carries 0.202; number 56, H, carries 0.209; number 57, H, carries 0.216; number 58, H, carries 0.196; number 59, H, carries 0.231; number 60, H, carries 0.267; number 61, H, carries 0.210; number 62, H, carries 0.202; number 63, H, carries 0.216; number 64, Cl, carries -0.060; number 65, C, carries -0.281; number 66, Cl, carries -0.052; number 67, C, carries 0.765; number 68, O, carries -0.713; number 69, O, carries -0.718; number 70, H, carries 0.215

=====

2.
Formula: C27H28Cl3ErN8OSSe
Source: the Open Molecules 2025 dataset
Level of theory: ωB97M-V/def2-TZVPD

orbital gap (alpha / beta): 6.7 / 6.7 eV
spin multiplicity: 4
strongest force on any atom: 1.3 eV/A
charge: +2

Geometry (Å):
Er -0.04829 0.06318 0.01022
C -3.23108 1.27276 0.67463
C -2.66802 0.63738 1.93221
N -1.92464 -0.60830 1.62371
C -2.79515 -1.69399 1.14114
C -2.91620 -1.73376 -0.36176
C -3.98371 -2.37543 -0.97468
C -4.02078 -2.43486 -2.35643
C -3.00471 -1.83537 -3.08663
C -1.98156 -1.20292 -2.40383
C -0.83864 -0.51776 -3.10550
N -0.41703 0.69055 -2.37698
C -1.34870 1.82439 -2.56684
C -2.55992 1.76047 -1.64858
N -2.13306 1.60472 -0.24626
N -1.93618 -1.16245 -1.06459
H -3.82158 2.15368 0.94218
H -3.91377 0.58657 0.16970
H -3.48295 0.44023 2.63729
H -1.96958 1.32399 2.42229
H -1.51449 -0.92481 2.49749
H -3.79200 -1.63623 1.59095
H -2.36279 -2.64376 1.47113
H -4.76774 -2.81822 -0.37609
H -4.83871 -2.92931 -2.86140
H -3.00864 -1.84598 -4.16716
H -1.11989 -0.29183 -4.13934
H 0.01071 -1.20842 -3.13926
H 0.49851 0.97395 -2.71983
H -1.68078 1.88145 -3.60943
H -0.79008 2.73240 -2.35142
H -3.20788 0.92125 -1.89911
H -3.15940 2.66592 -1.78778
H -1.75299 2.50343 0.04161
Cl 5.34665 -4.94971 0.16430
C 4.32556 -3.58048 -0.07483
C 2.95500 -3.72740 0.08474
C 2.18699 -2.60233 -0.11829
Cl 0.42450 -2.68995 0.07000
C 2.67615 -1.34522 -0.47935
O 1.87663 -0.31806 -0.66092
C 4.06755 -1.25404 -0.61009
Cl 4.75553 0.27236 -1.01822
C 4.88326 -2.35602 -0.41441
H 2.52218 -4.67904 0.35245
H 5.95354 -2.25994 -0.52587
Se 1.88748 1.73313 2.72003
N 1.02863 0.19080 2.27064
C 0.88961 -0.50129 3.40139
C 0.35253 -1.82443 3.52248
C 0.27773 -2.39654 4.75151
C 0.71730 -1.72799 5.94370
C 1.26213 -0.49351 5.87677
C 1.37622 0.14479 4.59688
N 1.92451 1.32810 4.43421
H 0.07220 -2.38175 2.64014
H -0.10390 -3.40518 4.84129
H 0.62422 -2.24103 6.89013
H 1.62720 0.03410 6.74600
S 0.68737 3.08302 0.07796
C 1.58184 3.47349 -1.31362
N 2.10147 4.73645 -1.38165
C 2.88727 5.16798 -2.38903
C 3.17790 4.30359 -3.40438
C 2.59780 3.03078 -3.31675
N 1.82597 2.62506 -2.32692
H 1.89009 5.35373 -0.60644
H 3.24012 6.18709 -2.31961
H 3.80814 4.58968 -4.23052
H 2.77439 2.30680 -4.10534

The molecule's natural (NBO) atomic charges, reported in e, are given here: number 1, Er, carries 1.726; number 2, C, carries -0.238; number 3, C, carries -0.229; number 4, N, carries -0.680; number 5, C, carries -0.274; number 6, C, carries 0.237; number 7, C, carries -0.246; number 8, C, carries -0.104; number 9, C, carries -0.241; number 10, C, carries 0.237; number 11, C, carries -0.269; number 12, N, carries -0.688; number 13, C, carries -0.233; number 14, C, carries -0.230; number 15, N, carries -0.681; number 16, N, carries -0.555; number 17, H, carries 0.223; number 18, H, carries 0.209; number 19, H, carries 0.218; number 20, H, carries 0.215; number 21, H, carries 0.415; number 22, H, carries 0.222; number 23, H, carries 0.240; number 24, H, carries 0.245; number 25, H, carries 0.249; number 26, H, carries 0.245; number 27, H, carries 0.215; number 28, H, carries 0.245; number 29, H, carries 0.438; number 30, H, carries 0.210; number 31, H, carries 0.218; number 32, H, carries 0.207; number 33, H, carries 0.217; number 34, H, carries 0.404; number 35, Cl, carries 0.055; number 36, C, carries -0.046; number 37, C, carries -0.241; number 38, C, carries -0.084; number 39, Cl, carries 0.057; number 40, C, carries 0.334; number 41, O, carries -0.878; number 42, C, carries -0.089; number 43, Cl, carries 0.031; number 44, C, carries -0.216; number 45, H, carries 0.255; number 46, H, carries 0.257; number 47, Se, carries 1.056; number 48, N, carries -0.799; number 49, C, carries 0.221; number 50, C, carries -0.314; number 51, C, carries -0.117; number 52, C, carries -0.203; number 53, C, carries -0.161; number 54, C, carries 0.066; number 55, N, carries -0.542; number 56, H, carries 0.225; number 57, H, carries 0.234; number 58, H, carries 0.245; number 59, H, carries 0.252; number 60, S, carries -0.270; number 61, C, carries 0.302; number 62, N, carries -0.494; number 63, C, carries 0.132; number 64, C, carries -0.312; number 65, C, carries 0.168; number 66, N, carries -0.493; number 67, H, carries 0.452; number 68, H, carries 0.254; number 69, H, carries 0.269; number 70, H, carries 0.225